# 1
31
Properties=species:S:1:pos:R:3:mulliken_spin:R:1 method="wB97M-V/def2-TZVPD" largest_force_ha_per_bohr=0.0092 multiplicity=2 homo_energy_ev="-8.42 / -8.42" energy_ha=-6177.9700 total_charge=0 gap_ev="7.8 / 6.1" mol_weight_g_mol=707.78 e_above_lowest_kcal_mol=12.0
Ir 0.87438 -0.36032 -0.83187 -0.0004
Cl 3.03340 0.04642 -0.04501 0.0001
C 2.79351 0.91151 1.47216 -0.0005
C 3.92524 1.35728 2.12888 0.0000
C 3.75933 2.03054 3.32416 -0.0001
C 2.48200 2.24040 3.82956 0.0001
C 1.37580 1.78500 3.14092 -0.0010
Cl -0.19847 2.06619 3.79774 -0.0003
C 1.49329 1.09987 1.92195 -0.0001
S 0.05963 0.55341 1.07082 0.0023
H 4.90602 1.18308 1.70881 0.0000
H 4.62178 2.39578 3.86339 0.0000
H 2.33597 2.76654 4.76245 0.0000
Cl -1.37206 2.35484 -1.75672 0.0012
Si 0.55230 1.67028 -1.74237 -0.0002
Cl 1.10436 1.54764 -3.72271 0.0000
Cl 1.71721 3.14753 -0.91539 0.0000
Se -4.46118 1.05804 0.88706 0.9169
C -5.65570 -0.29988 0.89648 -0.1098
N -6.41986 -1.16843 0.90243 0.1834
O -2.90500 -0.80947 -0.71331 0.0143
C -2.16345 -1.43372 -1.42032 -0.0058
C -2.50639 -2.64759 -2.28566 0.0009
C -1.16604 -3.13407 -2.86030 0.0005
C -0.20555 -2.12441 -2.30713 -0.0001
O 1.04632 -2.04618 -2.37801 -0.0002
N -0.80780 -1.19288 -1.56618 -0.0012
H -3.23511 -2.35747 -3.04009 -0.0005
H -2.98014 -3.38623 -1.64019 0.0002
H -1.12197 -3.12068 -3.94958 0.0000
H -0.88181 -4.13304 -2.53198 0.0000

# 2
35
Properties=species:S:1:pos:R:3:mulliken_spin:R:1 method="wB97M-V/def2-TZVPD" largest_force_ha_per_bohr=0.0535 multiplicity=6 homo_energy_ev="0.71 / -2.41" energy_ha=-1660.7376 total_charge=-2 gap_ev="4.4 / 7.5" mol_weight_g_mol=493.30 e_above_lowest_kcal_mol=68.2
Ru 1.29093 0.79104 -0.39104 3.6798
N -0.86367 3.87714 -0.09274 0.0093
C 0.48723 4.02394 0.02866 0.0090
N 1.08723 5.19204 0.24046 -0.0007
N 2.38453 4.88734 0.31636 0.0170
N 2.56673 3.62784 0.16126 -0.0030
N 1.39763 3.02934 -0.02634 0.0840
C -1.49627 2.73004 -0.48664 0.0041
N -2.77247 2.70024 -0.86324 0.0002
N -2.99597 1.41934 -1.15894 0.0076
N -1.93777 0.71914 -0.97384 -0.0040
N -0.95387 1.49794 -0.53274 0.0641
H -1.40877 4.72174 -0.12534 -0.0005
C -2.72867 -3.29716 1.16006 0.0571
C -1.84587 -2.38066 1.75426 0.0068
C -0.94227 -1.70956 0.98156 0.0229
C -0.88547 -1.91546 -0.41464 -0.0920
C -1.80887 -2.79666 -1.02054 0.0991
C -2.70497 -3.46706 -0.22214 -0.0291
H -3.44477 -3.84206 1.76316 0.0085
H -1.89447 -2.19366 2.82036 0.0007
H -0.24937 -0.97696 1.39546 0.0192
H -1.82577 -2.91596 -2.09464 0.0325
H -3.41967 -4.14146 -0.67894 -0.0012
O 0.08043 -1.22716 -1.03874 0.0373
C 0.33693 -1.04506 -2.34454 0.7143
O 1.20913 -0.14496 -2.62734 0.2425
H -0.28447 -1.50906 -3.10414 0.0007
F 3.71803 0.79794 0.29056 0.0162
C 3.64973 0.09714 1.53416 0.0071
F 2.27713 0.38994 1.89836 0.0209
C 3.52783 -1.34736 1.07796 -0.0162
F 2.51973 -1.57496 0.17456 -0.0138
F 4.64693 -1.82616 0.49496 -0.0005
F 3.28323 -2.19066 2.10446 0.0001

# 3
21
Properties=species:S:1:pos:R:3:mulliken_charge:R:1 method="wB97M-V/def2-TZVPD" largest_force_ha_per_bohr=0.0802 multiplicity=1 homo_energy_ev="-7.31 / -7.31" energy_ha=-628.3647 total_charge=0 gap_ev="6.8 / 6.8" mol_weight_g_mol=185.18 e_above_lowest_kcal_mol=120.8
C 0.16611 0.04315 0.02911 -0.7379
C -0.29573 -1.07721 0.24884 0.5713
C 1.12003 3.81079 -1.73040 -0.5066
C 1.85708 2.64985 -1.99912 -0.3612
C 0.10875 3.70157 -0.79401 -0.3037
C 1.57818 1.46653 -1.36355 -0.2605
C -0.26306 2.45610 -0.22412 -0.5251
C 0.46195 1.29503 -0.57067 0.3944
C -1.03516 -3.25259 0.33740 0.1778
C -1.37918 -4.39806 1.09685 -0.7820
C -1.23005 -3.70337 3.46877 0.6709
N -0.54600 -2.21322 0.89290 -0.5670
O -0.95304 -3.28843 4.50000 -0.2510
O -1.22394 -4.35606 2.48579 -0.1299
H 1.20018 4.75963 -2.07966 0.4631
H 2.74782 2.81202 -2.66229 0.2761
H -0.40785 4.64735 -0.56865 0.2988
H 2.22525 0.47713 -1.50835 0.2348
H -1.08454 2.48557 0.42295 0.4363
H -1.14814 -3.13617 -0.71095 0.4100
H -1.89866 -5.17960 0.72915 0.4916

# 4
21
Properties=species:S:1:pos:R:3:mulliken_charge:R:1 method="wB97M-V/def2-TZVPD" largest_force_ha_per_bohr=0.0841 multiplicity=1 homo_energy_ev=-8.61 smiles="Br/C=C/[C@@H]1C=C(Br)c2ccccc21" energy_ha=-5571.9183 total_charge=0 gap_ev=9.1 mol_weight_g_mol=299.99 e_above_lowest_kcal_mol=1.6
C 0.38748 -2.46527 -0.65589 -1.0444
C 1.54086 -2.01961 -1.24592 -0.3899
C -0.45757 -1.48531 -0.00229 0.2909
C 2.06847 -0.73457 -1.13157 -0.7125
C 0.01432 -0.25762 0.19912 -0.1440
C 1.31460 0.08703 -0.29968 0.3433
C -1.89919 1.33070 0.78547 -0.3563
C -2.69821 0.75506 -0.07858 -0.4137
C 0.53780 1.81637 1.02604 -0.5079
C -0.53303 0.77563 1.12281 0.9535
C 1.51612 1.50522 0.13336 -0.3528
Br -4.42656 1.37538 -0.48970 -0.1622
Br 3.11208 2.41311 -0.14525 -0.1635
H 0.31196 -3.56316 -0.79199 0.2968
H 2.27932 -2.74295 -1.52828 0.3219
H -1.51289 -1.74939 0.14554 0.4162
H 2.94152 -0.40203 -1.55128 0.4984
H -2.19498 2.36826 1.25280 0.2445
H -2.37377 -0.17275 -0.61160 0.2505
H 0.53589 2.79216 1.64548 0.3197
H -0.46422 0.37374 2.22143 0.3115

# 5
26
Properties=species:S:1:pos:R:3:mulliken_spin:R:1 method="wB97M-V/def2-TZVPD" largest_force_ha_per_bohr=0.2656 multiplicity=4 homo_energy_ev="-18.04 / -17.91" energy_ha=-1799.8782 total_charge=+3 gap_ev="2.7 / 2.7" mol_weight_g_mol=397.88
Nd 0.00973 0.01075 -0.04663 2.9929
O -1.13485 -3.15316 -0.58306 0.0062
C -0.73252 -2.05244 -0.44269 -0.0065
C 0.69488 2.01538 0.63339 -0.0075
O 1.04336 3.06368 1.05199 0.0062
C -2.06280 0.79904 -0.29304 -0.0030
O -3.15891 1.20900 -0.38796 0.0039
C 2.07853 -0.78384 0.21143 -0.0036
O 3.15942 -1.20901 0.38158 0.0035
C 0.87172 0.49994 -5.08252 0.0111
H 1.57913 -0.30610 -5.19329 0.0015
H -0.14713 0.35459 -5.40394 -0.0015
C 1.32526 1.79367 -4.74157 0.0102
H 0.65201 2.63374 -4.80296 0.0014
H 2.37810 1.97313 -4.59245 -0.0010
Cl -1.61423 -3.56655 4.56403 -0.0021
C -1.13220 -2.00711 4.11601 -0.0022
C -1.00686 -1.00065 5.06490 -0.0008
C -0.61228 0.26635 4.65833 -0.0009
C -0.34919 0.51161 3.29995 -0.0036
N -0.46944 -0.46781 2.38309 0.0015
C -0.85348 -1.71956 2.76496 -0.0025
H -1.21480 -1.20331 6.10468 0.0001
H -0.50198 1.08100 5.37112 0.0001
H -0.03978 1.51992 2.99185 -0.0016
H -0.95109 -2.51016 2.01901 -0.0014

# 6
23
Properties=species:S:1:pos:R:3:mulliken_charge:R:1 method="wB97M-V/def2-TZVPD" largest_force_ha_per_bohr=0.0786 multiplicity=1 homo_energy_ev="-7.62 / -9.26" energy_ha=-683.7473 total_charge=0 gap_ev="6.7 / 8.2" mol_weight_g_mol=200.20 e_above_lowest_kcal_mol=120.8
C -3.63428 -0.44144 -0.25028 -0.2118
C -3.00415 -0.68839 0.98800 -0.5801
C -2.91249 -0.27329 -1.42327 -0.5201
C -1.64937 -0.66613 1.04704 -0.3423
C -1.54148 -0.33672 -1.37641 -0.2710
C -0.83325 -0.52402 -0.13015 0.2813
C 0.47977 -0.43086 0.01397 0.0438
C 1.73669 -0.26650 -0.08202 0.6618
C 2.53405 1.11936 -0.02374 0.2244
C 3.96736 1.04132 -0.10904 -1.0856
C 2.88176 -2.42637 -0.00018 0.4821
N 1.81894 2.11829 0.07158 -0.1288
N 2.75688 -1.24411 -0.18854 -0.3289
O 3.47161 -3.43565 0.11394 -0.4362
O 0.54912 2.12727 0.19527 -0.3852
H -4.69764 -0.24197 -0.38403 0.3343
H -3.52356 -0.85739 1.95389 0.3226
H -3.40900 0.14050 -2.31064 0.3273
H -1.21928 -0.79772 2.01637 0.3972
H -0.93331 0.07411 -2.24334 0.2655
H 4.34216 1.49838 0.74776 0.3242
H 4.30802 1.62225 -0.97487 0.3207
H 4.23784 0.03138 -0.41663 0.3049